1.
Formula: H4O14S3Zn
Source: the OMol25 dataset
Level of theory: ωB97M-V/def2-TZVPD

## Properties
Total charge: -4
Relative energy (zero: lowest compared OMol25 entry of this formula, charge and spin) (kJ/mol): 30.5
HOMO energy (eV): 4.6
Kohn-Sham gap (eV): 4.681

Each line ends with the natural charge from an NBO analysis.
Atoms and positions in Å:
1 Zn 0.16 0.32 -0.33  1.769
2 S 1.34 -2.65 0.52  2.594
3 O 1.99 -2.79 1.84  -1.113
4 O 0.00 -3.22 0.43  -1.077
5 O 1.28 -1.19 0.16  -1.193
6 O 2.20 -3.37 -0.49  -1.154
7 S 0.99 2.58 -1.67  2.579
8 O 1.35 2.87 -3.08  -1.112
9 O -0.34 1.95 -1.56  -1.158
10 O 1.78 1.43 -1.13  -1.141
11 O 0.97 3.82 -0.89  -1.091
12 S -2.47 -0.43 1.66  2.613
13 O -3.67 0.45 1.51  -1.151
14 O -2.93 -1.81 1.53  -1.093
15 O -1.54 -0.07 0.55  -1.197
16 O -1.83 -0.17 2.96  -1.116
17 O -0.47 -0.75 -2.04  -0.938
18 H -1.33 -1.17 -2.07  0.490
19 H -0.12 -0.79 -2.93  0.469
20 O 0.74 1.47 1.38  -0.948
21 H 0.29 1.71 2.19  0.490
22 H 1.63 1.80 1.46  0.477


2.
Formula: C11H17N3
Source: the OMol25 dataset
Level of theory: ωB97M-V/def2-TZVPD

## Properties
Total charge: 0
Relative energy (zero: lowest compared OMol25 entry of this formula, charge and spin) (kJ/mol): 393.3
HOMO energy (eV): -7.6
Kohn-Sham gap (eV): 8.523
SMILES string: C=C(/C=C/CC)[C@H](C)n1cc(N)cn1

Each line ends with the natural charge from an NBO analysis.
Atoms and positions in Å:
1 C -3.04 -1.65 0.03  -0.105
2 C -2.95 0.31 -1.06  -0.136
3 C -3.84 -0.79 -0.82  0.059
4 C 0.57 -0.18 -2.17  -0.381
5 C 1.97 0.42 -0.14  -0.275
6 C 2.90 -0.51 -0.14  -0.111
7 C 0.81 0.42 -0.96  -0.002
8 C 4.06 0.50 1.88  -0.618
9 C -0.69 1.34 1.09  -0.619
10 C 3.94 -0.65 0.90  -0.438
11 C -0.64 0.93 -0.31  -0.046
12 N -1.78 -1.20 0.16  -0.256
13 N -1.75 -0.01 -0.43  -0.155
14 N -5.22 -0.83 -0.97  -0.808
15 H -3.47 -2.65 0.37  0.203
16 H -3.04 1.26 -1.45  0.205
17 H -0.39 -0.18 -2.65  0.200
18 H 1.26 -0.86 -2.63  0.193
19 H 1.96 1.30 0.58  0.212
20 H 2.87 -1.33 -0.78  0.199
21 H 4.59 1.43 1.59  0.214
22 H 4.54 0.36 2.80  0.216
23 H 2.93 0.65 2.23  0.202
24 H -0.50 0.58 1.81  0.230
25 H -1.59 1.89 1.33  0.221
26 H 0.03 2.12 1.19  0.202
27 H 3.56 -1.44 1.49  0.221
28 H 4.98 -1.07 0.53  0.209
29 H -0.85 1.78 -0.94  0.213
30 H -5.57 -1.76 -0.94  0.376
31 H -5.64 -0.22 -1.58  0.378


3.
Formula: C23H56ClN2O10
Source: the OMol25 dataset
Level of theory: ωB97M-V/def2-TZVPD

## Properties
Total charge: -1
Relative energy (zero: lowest compared OMol25 entry of this formula, charge and spin) (kJ/mol): 1394.7
HOMO energy (eV): -4.6
Kohn-Sham gap (eV): 7.314

Each line ends with the Löwdin charge.
Atoms and positions in Å:
1 Cl -13.75 -23.20 -10.23  0.956
2 O -13.75 -23.26 -8.78  -0.271
3 O -14.34 -24.44 -10.59  -0.162
4 O -14.61 -22.04 -10.52  -0.278
5 O -12.39 -23.09 -10.68  -0.305
6 C -15.76 -19.71 -10.99  -0.047
7 C -15.44 -19.10 -9.58  -0.434
8 C -16.71 -18.38 -9.09  -0.166
9 C -16.73 -17.91 -7.65  -0.209
10 C -16.56 -19.12 -6.79  -0.127
11 C -15.34 -20.10 -7.14  -0.457
12 N -15.08 -20.15 -8.58  -0.064
13 O -13.89 -20.72 -8.89  -0.031
14 C -14.13 -19.60 -6.31  -0.026
15 C -15.68 -21.42 -6.59  -0.078
16 C -14.36 -18.06 -9.81  -0.039
17 H -14.88 -20.20 -11.39  0.012
18 H -15.95 -18.94 -11.74  0.118
19 H -16.55 -20.45 -11.01  0.063
20 H -16.96 -17.54 -9.73  0.113
21 H -17.53 -19.09 -9.16  0.114
22 H -17.67 -17.38 -7.49  0.109
23 H -15.93 -17.18 -7.61  0.111
24 H -17.45 -19.73 -6.68  0.112
25 H -16.46 -18.62 -5.83  0.103
26 H -13.28 -20.28 -6.34  0.077
27 H -13.71 -18.76 -6.86  0.070
28 H -14.39 -19.35 -5.28  0.078
29 H -14.83 -22.10 -6.65  0.092
30 H -15.89 -21.41 -5.52  0.106
31 H -16.57 -21.89 -7.01  0.071
32 H -14.69 -17.18 -10.36  0.080
33 H -13.63 -18.46 -10.51  0.079
34 H -13.82 -17.80 -8.90  0.072
35 H -14.18 -21.49 -9.39  -0.054
36 C -17.93 -26.37 -13.16  -0.014
37 C -16.93 -25.16 -13.32  -0.470
38 C -17.26 -24.26 -14.54  -0.122
39 C -18.38 -23.28 -14.14  -0.184
40 C -18.01 -22.41 -12.95  -0.110
41 C -17.84 -23.29 -11.62  -0.384
42 N -16.82 -24.39 -12.02  -0.139
43 O -16.24 -25.05 -10.93  -0.017
44 C -17.02 -22.43 -10.64  -0.029
45 C -19.15 -23.89 -11.11  -0.016
46 C -15.53 -25.61 -13.57  -0.055
47 H -18.09 -26.78 -12.16  0.081
48 H -17.44 -27.14 -13.75  0.068
49 H -18.87 -26.08 -13.64  0.062
50 H -16.47 -23.66 -14.97  0.104
51 H -17.59 -24.96 -15.31  0.114
52 H -19.36 -23.75 -14.01  0.099
53 H -18.64 -22.64 -14.99  0.100
54 H -18.83 -21.71 -12.77  0.115
55 H -17.14 -21.78 -13.12  0.085
56 H -16.92 -22.86 -9.64  0.046
57 H -16.01 -22.28 -11.00  0.033
58 H -17.63 -21.53 -10.50  0.101
59 H -18.86 -24.24 -10.12  0.081
60 H -19.95 -23.19 -10.88  0.078
61 H -19.48 -24.70 -11.77  0.065
62 H -14.89 -24.75 -13.39  0.051
63 H -15.22 -25.94 -14.56  0.098
64 H -15.33 -26.35 -12.80  0.098
65 H -15.44 -24.52 -10.84  -0.182
66 C -13.58 -22.50 -13.56  -0.071
67 C -15.04 -22.25 -13.09  -0.224
68 O -15.14 -21.08 -12.25  -0.220
69 H -12.84 -22.70 -12.79  0.038
70 H -13.35 -21.59 -14.12  0.086
71 H -13.54 -23.27 -14.34  0.076
72 H -15.42 -23.11 -12.54  0.073
73 H -15.65 -22.11 -13.98  0.106
74 H -14.77 -21.27 -11.39  -0.126
75 C -16.40 -23.97 -7.71  -0.159
76 O -15.43 -25.01 -7.84  -0.118
77 H -17.31 -24.14 -7.13  0.099
78 H -15.92 -23.23 -7.06  0.004
79 H -16.54 -23.47 -8.66  0.030
80 H -14.61 -24.72 -8.23  0.025
81 C -12.17 -24.75 -12.55  -0.174
82 O -11.44 -25.79 -13.21  -0.112
83 H -13.14 -25.08 -12.20  0.073
84 H -11.52 -24.28 -11.80  0.081
85 H -12.46 -24.01 -13.29  0.017
86 H -10.89 -25.30 -13.83  0.066
87 C -10.47 -22.49 -8.98  -0.150
88 O -11.63 -21.95 -8.34  -0.131
89 H -9.64 -21.78 -9.02  0.072
90 H -10.14 -23.39 -8.47  0.075
91 H -10.75 -22.69 -10.02  0.049
92 H -12.44 -22.29 -8.71  -0.028


4.
Formula: C4H7Cl2NSi
Source: the OMol25 dataset
Level of theory: ωB97M-V/def2-TZVPD

## Properties
Total charge: 0
Relative energy (zero: lowest compared OMol25 entry of this formula, charge and spin) (kJ/mol): 321.4
HOMO energy (spin up / spin down) (eV): -8.5 / -8.5
Kohn-Sham gap (spin up / spin down) (eV): 7.739 / 7.738

Each line ends with the natural charge from an NBO analysis.
Atoms and positions in Å:
1 C -0.36 -3.07 -0.13  0.224
2 C -0.68 2.02 0.30  -0.600
3 C -0.84 -1.98 0.59  -0.670
4 C 0.29 1.50 -0.62  -0.879
5 N 0.07 -3.92 -0.80  -0.346
6 Si 1.20 -0.09 -0.11  1.360
7 Cl 2.01 -1.13 -1.70  -0.352
8 Cl 2.71 -0.34 1.28  -0.344
9 H -0.27 2.30 1.25  0.215
10 H -1.03 2.95 -0.19  0.218
11 H -1.53 1.36 0.44  0.205
12 H -0.98 -2.14 1.65  0.233
13 H -1.48 -1.27 0.25  0.218
14 H 0.92 2.35 -0.55  0.256
15 H -0.03 1.46 -1.66  0.263


5.
Formula: C15H21NO4RuS4
Source: the OMol25 dataset
Level of theory: ωB97M-V/def2-TZVPD

## Properties
Total charge: +2
Relative energy (zero: lowest compared OMol25 entry of this formula, charge and spin) (kJ/mol): 0.0
HOMO energy (eV): -15.1
Kohn-Sham gap (eV): 8.745

Each line ends with the natural charge from an NBO analysis.
Atoms and positions in Å:
1 Ru 0.64 -0.12 0.57  0.138
2 C -1.86 0.46 2.51  -0.556
3 C -2.23 1.40 1.37  -0.538
4 S -1.07 1.30 -0.05  0.489
5 C -0.33 2.99 0.00  -0.530
6 C 1.18 2.96 -0.17  -0.559
7 S 2.02 1.66 0.77  0.578
8 C 1.87 2.14 2.52  -0.557
9 C 0.50 1.90 3.14  -0.545
10 S -0.07 0.21 2.73  0.547
11 H -2.23 -0.55 2.34  0.261
12 H -2.28 0.80 3.46  0.272
13 H -2.26 2.44 1.69  0.242
14 H -3.21 1.15 0.99  0.271
15 H -0.61 3.46 0.94  0.230
16 H -0.78 3.56 -0.81  0.269
17 H 1.62 3.92 0.10  0.269
18 H 1.46 2.74 -1.20  0.255
19 H 2.17 3.19 2.62  0.268
20 H 2.63 1.54 3.02  0.265
21 H -0.24 2.61 2.79  0.224
22 H 0.56 1.97 4.22  0.273
23 C 7.89 -2.32 -2.78  -0.651
24 C 6.52 -2.27 -2.18  0.092
25 C 5.64 -3.35 -2.31  -0.210
26 C 4.37 -3.31 -1.77  -0.123
27 C 3.99 -2.16 -1.08  -0.481
28 C 4.84 -1.06 -0.92  -0.098
29 C 6.10 -1.13 -1.47  -0.213
30 S 2.41 -2.10 -0.41  2.273
31 O 2.40 -1.39 0.88  -0.895
32 O 1.73 -3.35 -0.51  -0.890
33 N 1.43 -0.94 -1.29  -0.680
34 C 1.13 -1.25 -2.48  0.084
35 C -1.00 -2.93 -0.10  1.088
36 O -1.23 -3.90 -0.66  -0.393
37 O -0.79 -1.94 0.50  -0.605
38 H 8.22 -3.34 -2.94  0.241
39 H 8.62 -1.80 -2.15  0.242
40 H 7.88 -1.81 -3.75  0.252
41 H 5.97 -4.23 -2.84  0.245
42 H 3.70 -4.15 -1.86  0.255
43 H 4.53 -0.20 -0.35  0.227
44 H 6.78 -0.30 -1.35  0.238
45 H 1.55 -2.13 -2.97  0.217
46 H 0.45 -0.62 -3.04  0.219


6.
Formula: C19H18N2O3S
Source: the OMol25 dataset
Level of theory: ωB97M-V/def2-TZVPD

## Properties
Total charge: 0
Relative energy (zero: lowest compared OMol25 entry of this formula, charge and spin) (kJ/mol): 46.2
HOMO energy (eV): -8.2
Kohn-Sham gap (eV): 8.107
SMILES string: CCOC(=O)CSc1nc(COc2ccccc2)nc2ccccc12

Each line ends with the natural charge from an NBO analysis.
Atoms and positions in Å:
1 C 3.08 4.29 1.22  -0.635
2 C 2.02 3.52 0.44  -0.080
3 H 1.46 4.18 -0.22  0.191
4 H 1.34 3.00 1.12  0.202
5 O 2.62 2.56 -0.43  -0.515
6 C 3.00 1.41 0.12  0.819
7 O 2.88 1.12 1.28  -0.608
8 C 3.68 0.53 -0.92  -0.627
9 H 3.32 0.76 -1.92  0.254
10 H 4.76 0.67 -0.87  0.256
11 S 3.39 -1.21 -0.53  0.312
12 C 1.65 -1.15 -0.40  0.135
13 N 1.08 -0.01 -0.71  -0.530
14 C -0.26 0.07 -0.61  0.413
15 N -1.05 -0.88 -0.21  -0.458
16 C -0.49 -2.07 0.12  0.166
17 C -1.31 -3.13 0.55  -0.192
18 C -0.75 -4.33 0.88  -0.182
19 C 0.63 -4.54 0.78  -0.212
20 C 1.46 -3.53 0.36  -0.186
21 C 0.91 -2.28 0.03  -0.096
22 H 2.53 -3.66 0.29  0.223
23 H 1.05 -5.50 1.05  0.219
24 H -1.38 -5.15 1.21  0.219
25 H -2.37 -2.95 0.62  0.232
26 C -0.84 1.40 -1.01  -0.106
27 O -1.81 1.89 -0.11  -0.487
28 C -3.07 1.37 -0.12  0.303
29 C -3.93 1.90 0.84  -0.260
30 C -5.24 1.47 0.92  -0.195
31 C -5.72 0.52 0.04  -0.248
32 C -4.87 -0.01 -0.92  -0.213
33 C -3.55 0.41 -1.00  -0.236
34 H -2.91 -0.04 -1.74  0.213
35 H -5.23 -0.76 -1.61  0.210
36 H -6.75 0.18 0.10  0.210
37 H -5.90 1.89 1.67  0.212
38 H -3.55 2.64 1.52  0.220
39 H -1.25 1.32 -2.03  0.192
40 H -0.04 2.14 -1.02  0.214
41 H 2.59 5.06 1.82  0.218
42 H 3.78 4.77 0.54  0.209
43 H 3.62 3.62 1.88  0.225


7.
Formula: C3H2BeFO2
Source: the OMol25 dataset
Level of theory: ωB97M-V/def2-TZVPD

## Properties
Total charge: -1
HOMO energy (eV): -3.4
Kohn-Sham gap (eV): 6.386

Each line ends with the natural charge from an NBO analysis.
Atoms and positions in Å:
1 C -0.17 0.76 -0.84  -0.359
2 O 0.73 -0.99 -0.09  -0.567
3 C 1.25 0.22 -0.61  0.818
4 C -0.54 -0.44 -0.37  0.239
5 O 2.37 0.34 -1.00  -0.752
6 Be 2.91 1.99 -1.60  0.014
7 H -0.59 1.53 -1.52  0.286
8 H -1.43 -0.88 0.06  0.259
9 F -2.49 1.05 -0.35  -0.938


8.
Formula: H10O13S2Zn
Source: the OMol25 dataset
Level of theory: ωB97M-V/def2-TZVPD

## Properties
Total charge: -2
Relative energy (zero: lowest compared OMol25 entry of this formula, charge and spin) (kJ/mol): 169.0
HOMO energy (eV): -0.5
Kohn-Sham gap (eV): 3.874

Each line ends with the natural charge from an NBO analysis.
Atoms and positions in Å:
1 Zn 2.02 -17.21 -9.48  1.760
2 S 1.13 -20.14 -10.59  2.618
3 O 1.87 -21.08 -11.45  -1.126
4 O -0.12 -19.78 -11.25  -1.057
5 O 0.94 -20.74 -9.27  -1.074
6 O 1.99 -18.94 -10.46  -1.236
7 S -1.13 -17.24 -8.23  2.605
8 O -1.60 -15.83 -8.32  -1.119
9 O -1.06 -17.63 -6.79  -1.122
10 O -2.01 -18.15 -8.95  -1.031
11 O 0.28 -17.32 -8.75  -1.255
12 O 1.82 -16.33 -11.43  -0.962
13 H 1.65 -15.39 -11.54  0.477
14 H 1.70 -16.71 -12.30  0.508
15 O 4.18 -17.21 -9.68  -0.975
16 H 4.69 -17.20 -8.86  0.475
17 H 4.83 -17.26 -10.39  0.520
18 O 4.14 -18.62 -11.95  -1.047
19 H 3.96 -18.88 -12.85  0.462
20 H 3.28 -18.81 -11.46  0.529
21 O 2.54 -18.19 -7.64  -0.990
22 H 1.84 -18.40 -7.01  0.536
23 H 3.25 -18.81 -7.46  0.478
24 O 2.32 -15.29 -8.96  -0.980
25 H 3.09 -14.72 -9.01  0.482
26 H 1.73 -14.89 -8.30  0.525


Values of largest force on an atom, in order: 2.6, 5.4, 12.6, 3.5, 0.5, 0.8, 4.0, 4.3, all in eV Å⁻¹.